[1]
# C4H14N3S

A cluster of 2 separate species, C4H14N3S in total in a non-equilibrium geometry (ωB97M-V/def2-TZVPD, the OMol25 dataset).

Values from the calculation:
- energy above the lowest of the compared OMol25 structures with the same formula, charge and spin (kcal/mol) = 17.8
- HOMO-LUMO gap (eV) = 8.023
- F_max (eV/Å) = 1.1
- E (eV) = -19674.8721

```
! RIJCOSX wB97M-V def2-TZVPD def2/J DEFGRID3
* xyz 1 1
C 2.921 -0.121 0.085
C 1.394 0.971 1.651
N 2.468 1.033 0.881
N 0.941 -0.178 2.172
N 0.787 2.090 2.015
H 2.657 1.921 0.442
H 1.264 -1.052 1.791
H -0.038 -0.153 2.411
H 1.048 2.970 1.601
H 0.142 2.140 2.785
H 3.340 0.242 -0.847
H 2.107 -0.809 -0.101
H 3.734 -0.618 0.607
C -1.896 -0.814 -0.439
C -3.136 -1.024 -2.985
S -1.861 -0.077 -2.112
H -2.333 -0.105 0.260
H -2.515 -1.710 -0.493
H -0.870 -1.117 -0.200
H -3.966 -1.292 -2.337
H -2.727 -1.930 -3.399
H -3.458 -0.366 -3.790
*
```

The natural (NBO) scheme yields these atomic charges, measured in e: number 1, C, carries -0.429; number 2, C, carries 0.677; number 3, N, carries -0.538; number 4, N, carries -0.756; number 5, N, carries -0.754; number 6, H, carries 0.419; number 7, H, carries 0.424; number 8, H, carries 0.420; number 9, H, carries 0.423; number 10, H, carries 0.430; number 11, H, carries 0.245; number 12, H, carries 0.208; number 13, H, carries 0.229; number 14, C, carries -0.744; number 15, C, carries -0.729; number 16, S, carries 0.152; number 17, H, carries 0.213; number 18, H, carries 0.236; number 19, H, carries 0.193; number 20, H, carries 0.222; number 21, H, carries 0.218; number 22, H, carries 0.240


[2]
# C6H4O

An isolated molecule of C6H4O in a non-equilibrium geometry (ωB97M-V/def2-TZVPD, the OMol25 dataset).

Values from the calculation:
- energy above the lowest of the compared OMol25 structures with the same formula, charge and spin (kcal/mol) = 82.3
- HOMO-LUMO gap (eV) = 8.976
- F_max (eV/Å) = 1.9
- E (eV) = -8328.8699

```
! RIJCOSX wB97M-V def2-TZVPD def2/J DEFGRID3
* xyz 0 1
C 3.241 -0.615 -0.154
C 1.975 -0.393 -0.094
C 0.573 -0.284 0.230
C -0.113 0.840 0.559
C -1.478 0.553 0.274
C -1.499 -0.706 -0.231
O -0.252 -1.227 -0.286
H 1.831 0.207 -1.029
H 0.328 1.767 0.902
H -2.320 1.215 0.407
H -2.285 -1.356 -0.579
*
```

The natural (NBO) scheme yields these atomic charges, measured in e: number 1, C, carries 0.239; number 2, C, carries -0.654; number 3, C, carries 0.245; number 4, C, carries -0.281; number 5, C, carries -0.310; number 6, C, carries 0.097; number 7, O, carries -0.387; number 8, H, carries 0.364; number 9, H, carries 0.239; number 10, H, carries 0.236; number 11, H, carries 0.211


[3]
# C3H4InO3

A structure of composition C3H4InO3 in a non-equilibrium geometry (ωB97M-V/def2-TZVPD, the OMol25 dataset).

Values from the calculation:
- energy above the lowest of the compared OMol25 structures with the same formula, charge and spin (kcal/mol) = 97.3
- HOMO-LUMO gap (spin up / spin down) (eV) = 6.103 / 7.904
- F_max (eV/Å) = 4.9
- E (eV) = -14464.0175

```
! RIJCOSX wB97M-V def2-TZVPD def2/J DEFGRID3
* xyz 2 2
O 2.398 -0.552 0.183
C 3.437 -0.857 0.521
O -0.722 1.489 0.059
C -1.634 0.972 0.848
C -1.955 -0.587 -0.036
O -0.762 -1.080 0.264
In 0.532 0.163 -0.348
H -2.662 0.609 1.415
H -2.791 -1.055 0.506
H -1.309 1.164 1.888
H -2.353 -0.277 -1.016
*
```

The Löwdin scheme yields these atomic charges, measured in e: number 1, O, carries 0.041; number 2, C, carries 0.312; number 3, O, carries -0.142; number 4, C, carries -0.119; number 5, C, carries -0.123; number 6, O, carries -0.147; number 7, In, carries 1.414; number 8, H, carries 0.287; number 9, H, carries 0.150; number 10, H, carries 0.159; number 11, H, carries 0.167


[4]
# BF4H22O11

A cluster of 12 separate species, BF4H22O11 in total in a non-equilibrium geometry (ωB97M-V/def2-TZVPD, the OMol25 dataset).

Values from the calculation:
- energy above the lowest of the compared OMol25 structures with the same formula, charge and spin (kcal/mol) = 14.0
- HOMO-LUMO gap (eV) = 9.863
- F_max (eV/Å) = 4.0
- E (eV) = -34436.2038

```
! RIJCOSX wB97M-V def2-TZVPD def2/J DEFGRID3
* xyz -1 1
B 0.205 0.732 -1.129
F -0.721 1.765 -1.245
F 0.633 0.212 -2.391
F 1.299 1.205 -0.310
F -0.403 -0.237 -0.329
O -2.314 -1.954 1.102
H -2.987 -2.667 1.077
H -1.555 -2.268 0.582
O 2.318 -1.967 -2.693
H 3.085 -1.798 -2.211
H 1.882 -1.113 -2.660
O -2.882 2.972 -0.154
H -2.191 2.461 -0.606
H -3.673 2.863 -0.681
O -3.232 -0.682 -1.152
H -2.809 0.085 -1.496
H -2.666 -0.973 -0.457
O 2.239 1.409 2.895
H 1.828 0.727 2.400
H 1.998 2.219 2.438
O 0.764 -0.824 2.009
H 0.092 -1.264 2.603
H 0.239 -0.701 1.201
O 1.273 3.525 1.224
H 1.265 3.017 0.432
H 0.405 3.734 1.341
O -0.904 -2.410 -2.687
H -0.410 -1.681 -3.002
H -0.440 -3.137 -3.047
O -0.167 -3.212 -0.064
H 0.766 -3.098 0.297
H -0.058 -2.742 -0.918
O -1.402 1.346 2.256
H -1.447 2.288 2.066
H -1.093 0.946 1.458
O 3.781 0.041 0.651
H 3.092 0.444 0.164
H 4.205 0.738 1.046
*
```

The natural (NBO) scheme yields these atomic charges, measured in e: number 1, B, carries 1.372; number 2, F, carries -0.572; number 3, F, carries -0.574; number 4, F, carries -0.593; number 5, F, carries -0.575; number 6, O, carries -0.982; number 7, H, carries 0.471; number 8, H, carries 0.503; number 9, O, carries -0.965; number 10, H, carries 0.467; number 11, H, carries 0.487; number 12, O, carries -0.970; number 13, H, carries 0.492; number 14, H, carries 0.464; number 15, O, carries -0.962; number 16, H, carries 0.453; number 17, H, carries 0.490; number 18, O, carries -0.994; number 19, H, carries 0.492; number 20, H, carries 0.478; number 21, O, carries -0.974; number 22, H, carries 0.480; number 23, H, carries 0.486; number 24, O, carries -0.944; number 25, H, carries 0.491; number 26, H, carries 0.461; number 27, O, carries -0.929; number 28, H, carries 0.479; number 29, H, carries 0.465; number 30, O, carries -0.980; number 31, H, carries 0.487; number 32, H, carries 0.503; number 33, O, carries -0.933; number 34, H, carries 0.460; number 35, H, carries 0.471; number 36, O, carries -0.945; number 37, H, carries 0.478; number 38, H, carries 0.463


[5]
# CH3NO2S

An isolated molecule of CH3NO2S in a non-equilibrium geometry (ωB97M-V/def2-TZVPD, the OMol25 dataset).

Values from the calculation:
- energy above the lowest of the compared OMol25 structures with the same formula, charge and spin (kcal/mol) = 83.3
- HOMO-LUMO gap (eV) = 9.192
- F_max (eV/Å) = 5.9
- E (eV) = -17501.8556

```
! RIJCOSX wB97M-V def2-TZVPD def2/J DEFGRID3
* xyz 0 1
C -1.216 0.174 0.069
S 0.172 1.153 0.377
N 1.592 -0.272 -0.109
O 1.034 -1.296 -0.211
O 2.679 0.151 -0.093
H -1.393 0.154 -0.971
H -1.996 0.725 0.541
H -0.873 -0.789 0.398
*
```

The natural (NBO) scheme yields these atomic charges, measured in e: number 1, C, carries -0.800; number 2, S, carries 0.170; number 3, N, carries 0.543; number 4, O, carries -0.334; number 5, O, carries -0.298; number 6, H, carries 0.217; number 7, H, carries 0.245; number 8, H, carries 0.257


[6]
# C5H6Cl2O

An isolated molecule of C5H6Cl2O in a non-equilibrium geometry (ωB97M-V/def2-TZVPD, the OMol25 dataset).

Values from the calculation:
- energy above the lowest of the compared OMol25 structures with the same formula, charge and spin (kcal/mol) = 44.5
- HOMO-LUMO gap (eV) = 10.512
- F_max (eV/Å) = 3.4
- E (eV) = -32372.1954

```
! RIJCOSX wB97M-V def2-TZVPD def2/J DEFGRID3
* xyz 0 1
C -0.953 -0.557 1.440
C -0.664 -0.057 0.237
C -1.699 0.464 -0.695
C 0.853 0.284 -0.310
Cl 1.448 1.614 0.671
C 2.378 -0.738 -0.276
O 2.562 -1.868 0.023
Cl 3.628 0.299 -0.853
H -2.009 -0.727 1.742
H -0.357 -0.894 2.196
H -1.664 1.485 -1.122
H -2.620 0.433 -0.222
H -1.768 -0.200 -1.458
H 0.865 0.461 -1.375
*
```

The natural (NBO) scheme yields these atomic charges, measured in e: number 1, C, carries -0.368; number 2, C, carries 0.014; number 3, C, carries -0.652; number 4, C, carries -0.293; number 5, Cl, carries -0.009; number 6, C, carries 0.524; number 7, O, carries -0.486; number 8, Cl, carries -0.019; number 9, H, carries 0.197; number 10, H, carries 0.207; number 11, H, carries 0.227; number 12, H, carries 0.223; number 13, H, carries 0.217; number 14, H, carries 0.219


Q: Among the records above, which one has the highest energy above the lowest of the compared OMol25 structures with the same formula, charge and spin?
A: C3H4InO3


Q: Among the records above, which one has the highest F_max?
A: CH3NO2S


Q: Which value of F_max does entry 5 give?
A: 5.9 eV/Å


Q: Look up the energy above the lowest of the compared OMol25 structures with the same formula, charge and spin of the sixth one.
A: 44.5 kcal/mol